C22H62BN12O21 | ωB97M-V/def2-TZVPD

Last columns: bonded neighbours and bond lengths (Å).
Positions of all 118 atoms, in Å:
1 O -23.679 -14.637 -1.044  C2 1.201
2 C -24.768 -14.692 -0.539  O1 1.201, O3 1.315, C6 1.541
3 O -25.714 -13.786 -0.642  C2 1.315, B4 1.480
4 B -27.008 -14.353 -0.200  O3 1.480, O5 1.482, O8 1.475, O12 1.460
5 O -26.593 -15.547 0.574  B4 1.482, C6 1.321
6 C -25.314 -15.807 0.375  C2 1.541, O5 1.321, O7 1.198
7 O -24.726 -16.804 0.684  C6 1.198
8 O -27.840 -14.723 -1.360  B4 1.475, C9 1.311
9 C -28.999 -14.116 -1.280  O8 1.311, O10 1.193, C11 1.537
10 O -29.944 -14.234 -2.000  C9 1.193
11 C -28.964 -13.216 -0.034  C9 1.537, O12 1.324, O13 1.190
12 O -27.790 -13.378 0.554  B4 1.460, C11 1.324
13 O -29.866 -12.579 0.409  C11 1.190
14 O -23.511 -11.879 -0.345  H15 0.965, H16 0.968
15 H -23.554 -12.768 -0.717  O14 0.965
16 H -24.454 -11.660 -0.334  O14 0.968
17 O -20.756 -15.976 0.185  H18 0.965, H19 0.962
18 H -21.495 -15.592 -0.304  O17 0.965
19 H -21.082 -16.045 1.088  O17 0.962
20 O -26.268 -11.027 -0.356  H21 0.967, H22 0.965
21 H -27.155 -10.681 -0.531  O20 0.967
22 H -26.460 -11.901 0.004  O20 0.965
23 C -33.594 -14.910 -1.623  O24 1.222, N25 1.375, N26 1.387
24 O -33.262 -16.059 -1.876  C23 1.222
25 N -32.707 -13.881 -1.416  C23 1.375, H27 1.012, H28 1.016
26 N -34.901 -14.530 -1.355  C23 1.387, H29 1.000, H30 1.003
27 H -31.717 -14.001 -1.591  N25 1.012
28 H -33.044 -12.932 -1.282  N25 1.016
29 H -35.090 -13.715 -0.807  N26 1.000
30 H -35.597 -15.243 -1.468  N26 1.003
31 C -28.045 -16.341 3.480  O32 1.223, N33 1.358, N34 1.364
32 O -27.546 -15.407 4.093  C31 1.223
33 N -27.745 -16.605 2.182  C31 1.358, H35 1.007, H36 1.006
34 N -28.791 -17.270 4.144  C31 1.364, H37 1.005, H38 1.000
35 H -27.054 -16.026 1.732  N33 1.007
36 H -27.786 -17.545 1.827  N33 1.006
37 H -29.191 -18.027 3.616  N34 1.005
38 H -29.157 -17.121 5.062  N34 1.000
39 C -29.976 -10.555 -1.205  O40 1.238, N41 1.367, N42 1.376
40 O -29.122 -10.600 -0.309  C39 1.238
41 N -31.201 -11.153 -1.099  C39 1.367, H43 1.002, H44 1.002
42 N -29.806 -9.745 -2.304  C39 1.376, H45 1.002, H46 1.002
43 H -31.390 -11.873 -0.429  N41 1.002
44 H -31.834 -10.914 -1.838  N41 1.002
45 H -28.996 -9.157 -2.337  N42 1.002
46 H -30.627 -9.543 -2.843  N42 1.002
47 C -29.287 -12.082 3.486  O48 1.238, N49 1.358, N50 1.380
48 O -29.569 -12.127 4.690  C47 1.238
49 N -28.526 -13.020 2.862  C47 1.358, H51 1.022, H52 1.007
50 N -29.865 -11.117 2.686  C47 1.380, H53 1.002, H54 1.007
51 H -28.135 -13.808 3.382  N49 1.022
52 H -28.593 -13.154 1.867  N49 1.007
53 H -30.487 -10.544 3.224  N50 1.002
54 H -29.454 -10.878 1.799  N50 1.007
55 C -33.164 -11.016 0.540  O56 1.223, N57 1.378, N58 1.372
56 O -33.019 -11.221 -0.656  C55 1.223
57 N -34.264 -10.416 1.115  C55 1.378, H59 1.000, H60 1.003
58 N -32.268 -11.501 1.459  C55 1.372, H61 1.001, H62 1.013
59 H -34.401 -10.424 2.106  N57 1.000
60 H -34.811 -9.797 0.547  N57 1.003
61 H -32.236 -11.221 2.419  N58 1.001
62 H -31.466 -11.955 1.037  N58 1.013
63 C -30.981 -14.856 -6.278  O64 1.223, N65 1.363, N66 1.374
64 O -30.633 -15.736 -7.054  C63 1.223
65 N -30.753 -14.897 -4.936  C63 1.363, H67 1.002, H68 1.001
66 N -31.536 -13.684 -6.732  C63 1.374, H69 1.005, H70 1.000
67 H -30.214 -15.669 -4.592  N65 1.002
68 H -31.102 -14.172 -4.340  N65 1.001
69 H -31.787 -12.936 -6.110  N66 1.005
70 H -31.746 -13.488 -7.690  N66 1.000
71 C -25.662 -20.460 -1.150  C72 1.527, H75 1.088, H76 1.096, H77 1.088
72 C -26.879 -19.542 -1.060  C71 1.527, C73 1.531, O74 1.440, H78 1.088
73 C -27.318 -19.257 0.379  C72 1.531, H79 1.088, H80 1.092, H81 1.095
74 O -26.577 -18.240 -1.596  C72 1.440, H82 0.961
75 H -25.637 -21.001 -2.094  C71 1.088
76 H -25.827 -21.214 -0.372  C71 1.096
77 H -24.724 -19.955 -0.931  C71 1.088
78 H -27.709 -19.870 -1.683  C72 1.088
79 H -28.102 -18.503 0.338  C73 1.088
80 H -26.494 -18.850 0.968  C73 1.092
81 H -27.661 -20.162 0.891  C73 1.095
82 H -25.842 -17.821 -1.141  O74 0.961
83 C -21.134 -18.615 3.915  C84 1.526, H87 1.094, H88 1.089, H89 1.097
84 C -22.209 -19.569 3.402  C83 1.526, C85 1.527, O86 1.441, H90 1.087
85 C -22.906 -18.911 2.214  C84 1.527, H91 1.093, H92 1.090, H93 1.089
86 O -21.482 -20.736 2.969  C84 1.441, H94 0.962
87 H -20.467 -18.313 3.101  C83 1.094
88 H -20.537 -19.023 4.728  C83 1.089
89 H -21.547 -17.652 4.240  C83 1.097
90 H -22.905 -19.870 4.181  C84 1.087
91 H -22.197 -18.646 1.426  C85 1.093
92 H -23.319 -17.949 2.520  C85 1.090
93 H -23.684 -19.583 1.856  C85 1.089
94 H -21.010 -20.491 2.167  O86 0.962
95 C -22.162 -17.798 -2.852  C96 1.531, H99 1.091, H100 1.089, H101 1.101
96 C -23.146 -17.734 -4.024  C95 1.531, C97 1.528, O98 1.422, H102 1.089
97 C -23.556 -16.276 -4.228  C96 1.528, H103 1.089, H104 1.089, H105 1.095
98 O -22.497 -18.238 -5.185  C96 1.422, H106 0.962
99 H -21.544 -18.697 -2.818  C95 1.091
100 H -22.558 -17.506 -1.881  C95 1.089
101 H -21.409 -17.033 -3.097  C95 1.101
102 H -24.026 -18.354 -3.863  C96 1.089
103 H -22.703 -15.645 -4.477  C97 1.089
104 H -24.098 -15.842 -3.389  C97 1.089
105 H -24.285 -16.325 -5.043  C97 1.095
106 H -21.710 -17.715 -5.366  O98 0.962
107 C -28.239 -11.523 -4.062  C108 1.522, H111 1.089, H112 1.096, H113 1.099
108 C -27.009 -12.051 -4.787  C107 1.522, C109 1.523, O110 1.422, H114 1.094
109 C -26.705 -13.514 -4.496  C108 1.523, H115 1.095, H116 1.088, H117 1.095
110 O -27.128 -11.781 -6.177  C108 1.422, H118 0.964
111 H -28.631 -10.602 -4.492  C107 1.089
112 H -28.163 -11.314 -2.989  C107 1.096
113 H -29.010 -12.306 -4.073  C107 1.099
114 H -26.107 -11.534 -4.446  C108 1.094
115 H -27.560 -14.152 -4.744  C109 1.095
116 H -26.285 -13.671 -3.504  C109 1.088
117 H -25.931 -13.872 -5.183  C109 1.095
118 H -27.823 -12.334 -6.554  O110 0.964

* charge: -1
* gap between HOMO and LUMO: 8.514 eV
* total energy: -85384.593 eV
* E_LUMO: 1.7 eV
* largest force on an atom: 0.1564 Eh/bohr